Entry from the Open Molecules 2025 dataset: a cluster of 12 separate species, C46H101O38P3S in total (ωB97M-V/def2-TZVPD).

Atoms and positions in Å:
C1 -0.481 -4.832 -3.374
C2 -0.288 -3.374 -3.970
C3 -0.678 -2.440 -2.837
S1 -2.218 -3.329 -2.051
O1 -3.460 -2.701 -2.536
O2 -2.174 -3.523 -0.605
C4 -1.923 -4.999 -2.749
H1 0.331 -5.167 -2.730
H2 -0.214 -5.501 -4.193
H3 -0.940 -3.322 -4.842
H4 0.734 -3.168 -4.288
H5 -1.073 -1.470 -3.140
H6 0.006 -2.175 -2.031
H7 -2.578 -5.116 -3.613
H8 -1.984 -5.890 -2.124
C5 -3.781 -1.373 1.129
O3 -4.591 -0.881 0.024
C6 -5.016 0.479 0.020
O4 -4.522 1.323 0.807
O5 -6.070 0.686 -0.886
C7 -6.541 2.021 -0.815
H9 -3.840 -2.461 1.139
H10 -4.139 -0.978 2.080
H11 -2.772 -0.966 1.066
H12 -6.933 2.283 0.168
H13 -7.326 2.249 -1.536
H14 -5.774 2.781 -0.963
C8 4.330 4.728 -6.650
O6 4.112 3.959 -5.506
C9 3.737 4.313 -4.268
O7 3.615 3.584 -3.256
O8 3.532 5.578 -4.343
C10 2.781 6.317 -3.295
H15 5.328 5.142 -6.505
H16 3.639 5.561 -6.779
H17 4.465 4.159 -7.570
H18 3.440 6.525 -2.452
H19 1.863 5.839 -2.955
H20 2.452 7.262 -3.729
C11 1.350 4.130 -0.299
O9 0.693 4.400 0.912
C12 1.116 5.388 1.684
O10 2.210 5.874 1.624
O11 0.103 5.700 2.463
C13 0.315 6.401 3.662
H21 0.665 3.802 -1.081
H22 2.050 3.363 0.032
H23 1.950 4.965 -0.659
H24 -0.317 7.288 3.701
H25 1.330 6.629 3.987
H26 -0.061 5.729 4.433
C14 5.013 -1.221 -0.243
O12 5.161 -2.433 0.430
C15 6.145 -3.230 0.238
O13 7.183 -3.056 -0.395
O14 6.087 -4.126 1.220
C16 6.837 -5.338 1.183
H27 4.061 -1.205 -0.774
H28 5.860 -0.787 -0.775
H29 4.882 -0.386 0.446
H30 7.899 -5.127 1.061
H31 6.344 -5.889 0.382
H32 6.648 -5.915 2.088
C17 -6.541 4.485 6.347
O15 -5.332 3.849 5.842
C18 -4.895 3.988 4.637
O16 -5.391 4.717 3.863
O17 -3.944 3.042 4.374
C19 -3.184 2.802 3.242
H33 -7.510 4.453 5.850
H34 -6.296 5.546 6.296
H35 -6.778 4.266 7.389
H36 -2.701 1.839 3.407
H37 -2.430 3.577 3.106
H38 -3.869 2.752 2.396
C20 2.446 2.760 3.623
O18 1.300 2.557 4.515
C21 1.234 3.148 5.795
O19 2.098 3.891 6.278
O20 0.011 2.839 6.103
C22 -0.616 3.328 7.325
H39 3.194 2.079 4.030
H40 2.768 3.763 3.344
H41 2.050 2.325 2.706
H42 -0.764 2.505 8.026
H43 -1.598 3.733 7.085
H44 0.083 4.030 7.779
C23 2.556 -6.576 -0.482
O21 2.154 -7.324 0.610
C24 2.665 -8.534 0.928
O22 3.545 -9.025 0.220
O23 2.044 -9.003 2.031
C25 2.280 -10.320 2.540
H45 1.758 -5.948 -0.879
H46 3.080 -7.072 -1.299
H47 3.109 -5.742 -0.050
H48 1.831 -11.084 1.905
H49 1.835 -10.496 3.520
H50 3.356 -10.461 2.640
C26 -3.549 8.252 -2.887
O24 -4.174 7.599 -1.806
C27 -3.793 6.345 -1.462
O25 -2.980 5.635 -2.016
O26 -4.455 5.946 -0.251
C28 -4.194 4.646 0.398
H51 -2.592 8.726 -2.672
H52 -4.147 9.080 -3.267
H53 -3.145 7.576 -3.640
H54 -3.260 4.782 0.941
H55 -4.174 3.769 -0.250
H56 -5.081 4.379 0.973
C29 -0.149 4.449 -5.246
C30 -1.385 3.502 -4.988
O27 -1.352 2.525 -6.046
P1 -2.512 1.410 -6.053
O28 -2.684 0.694 -4.729
O29 -2.127 0.447 -7.291
C31 -1.178 -0.655 -7.107
C32 0.225 -0.174 -7.571
O30 -3.791 2.192 -6.661
C33 -3.840 2.626 -8.035
C34 -5.114 1.974 -8.697
H57 -0.229 5.450 -4.822
H58 0.755 3.991 -4.844
H59 -0.140 4.483 -6.335
H60 -1.192 3.035 -4.022
H61 -2.285 4.112 -5.066
H62 -1.471 -0.940 -6.096
H63 -1.656 -1.320 -7.826
H64 0.019 0.332 -8.514
H65 0.719 0.365 -6.762
H66 0.866 -1.032 -7.775
H67 -3.813 3.714 -7.977
H68 -2.980 2.274 -8.606
H69 -6.021 2.370 -8.241
H70 -5.113 1.964 -9.787
H71 -5.154 0.948 -8.330
C35 4.954 -4.778 4.316
C36 3.572 -5.073 3.954
O31 2.943 -5.261 5.181
P2 1.477 -5.982 5.248
O32 1.279 -7.064 4.232
O33 0.459 -4.806 4.993
C37 0.550 -3.559 5.704
C38 -0.640 -2.821 5.173
O34 1.396 -6.374 6.796
C39 1.389 -7.712 7.211
C40 2.659 -8.498 6.921
H72 5.491 -4.759 3.368
H73 4.971 -3.852 4.890
H74 5.315 -5.490 5.059
H75 3.074 -4.188 3.559
H76 3.480 -6.007 3.399
H77 0.434 -3.729 6.774
H78 1.435 -2.924 5.674
H79 -1.566 -3.285 5.513
H80 -0.437 -1.825 5.567
H81 -0.630 -2.604 4.105
H82 1.306 -7.882 8.284
H83 0.501 -8.160 6.766
H84 2.890 -8.485 5.856
H85 3.523 -7.920 7.247
H86 2.765 -9.520 7.285
C41 1.226 -3.111 1.749
C42 0.304 -1.907 1.541
O35 0.444 -1.454 0.135
P3 1.280 -0.117 -0.282
O36 2.202 0.483 0.707
O37 1.880 -0.540 -1.720
C43 2.171 0.565 -2.614
C44 0.997 0.782 -3.626
O38 0.019 0.870 -0.581
C45 -0.738 1.353 0.513
C46 -1.785 2.336 -0.011
H87 1.117 -3.729 0.858
H88 2.288 -2.869 1.729
H89 1.001 -3.654 2.667
H90 -0.699 -2.229 1.821
H91 0.664 -1.095 2.172
H92 2.509 1.481 -2.128
H93 3.151 0.306 -3.014
H94 0.743 -0.102 -4.212
H95 0.144 1.244 -3.129
H96 1.075 1.686 -4.229
H97 -1.367 0.634 1.037
H98 0.061 1.769 1.128
H99 -2.562 2.387 0.751
H100 -1.420 3.324 -0.289
H101 -2.271 1.910 -0.889

Computed properties:
HOMO-LUMO gap in eV: 10.13
SMILES string: CCOP(=O)(OCC)OCC.CCOP(=O)(OCC)OCC.CCOP(=O)(OCC)OCC.O=S1(=O)CCCC1.COC(=O)OC.COC(=O)OC.COC(=O)OC.COC(=O)OC.COC(=O)OC.COC(=O)OC.COC(=O)OC.COC(=O)OC
HOMO energy in eV: -9.83


Entry from the Open Molecules 2025 dataset: a structure of composition C4H8N3 (ωB97M-V/def2-TZVPD).

Atoms and positions in Å:
C1 1.178 -0.744 1.913
C2 1.448 -0.311 0.611
C3 -0.676 0.016 0.951
C4 0.027 0.700 -1.772
N1 -0.166 -0.583 2.114
N2 0.271 0.181 0.115
N3 -1.183 0.518 -2.323
H1 1.598 -1.424 2.643
H2 2.311 -0.384 0.074
H3 -1.663 0.309 0.832
H4 0.154 1.656 -1.525
H5 0.830 0.088 -2.087
H6 -0.658 -0.745 3.003
H7 -1.570 -0.501 -2.362
H8 -1.900 1.222 -2.187

Computed properties:
HOMO-LUMO gap in eV: 10.51
Net charge: +1
HOMO energy in eV: -13.51


Entry from the Open Molecules 2025 dataset: a cluster of 3 separate species, C22H33F2N2O5 in total (ωB97M-V/def2-TZVPD).

Atoms and positions in Å:
C1 0.344 4.202 1.695
C2 0.461 3.821 0.383
C3 1.777 3.190 -0.011
C4 2.788 4.074 -0.440
C5 2.599 5.566 -0.558
C6 3.878 6.302 -0.970
C7 4.241 6.255 -2.496
C8 3.232 5.557 -3.418
O1 3.906 5.191 -4.629
C9 4.637 4.002 -4.481
C10 3.983 3.462 -0.753
C11 3.993 2.074 -0.593
F1 5.151 1.474 -0.856
N1 3.047 1.278 -0.231
N2 1.902 1.876 0.066
C12 0.796 0.999 0.477
C13 -0.110 0.687 -0.735
C14 0.121 -0.721 -1.312
F2 -1.449 0.830 -0.428
H1 0.261 5.262 1.945
H2 0.352 3.482 2.518
H3 -0.357 3.919 -0.332
H4 1.752 5.785 -1.215
H5 2.321 5.921 0.442
H6 4.752 5.953 -0.411
H7 3.761 7.349 -0.681
H8 5.256 5.868 -2.601
H9 4.297 7.293 -2.834
H10 2.814 4.622 -3.020
H11 2.430 6.220 -3.748
H12 4.069 3.200 -3.981
H13 4.929 3.615 -5.459
H14 5.573 4.150 -3.919
H15 4.839 4.025 -1.095
H16 0.269 1.378 1.350
H17 1.269 0.063 0.778
H18 0.117 1.388 -1.550
H19 -0.756 -1.351 -1.168
H20 0.282 -0.672 -2.392
H21 1.008 -1.195 -0.888
O2 -0.943 -4.915 0.509
C15 -1.734 -4.094 0.866
O3 -1.477 -2.755 0.819
C16 -2.572 -2.032 1.415
C17 -3.764 -2.974 1.336
C18 -3.102 -4.342 1.461
H22 -2.304 -1.786 2.446
H23 -2.737 -1.108 0.863
H24 -4.518 -2.777 2.095
H25 -4.241 -2.885 0.358
H26 -2.986 -4.644 2.500
H27 -3.635 -5.102 0.904
O4 -6.266 -5.844 3.264
C19 -5.626 -6.806 2.956
O5 -4.312 -6.739 2.621
C20 -3.849 -8.034 2.193
C21 -4.821 -9.028 2.810
C22 -6.123 -8.231 2.830
H28 -3.861 -8.063 1.101
H29 -2.828 -8.184 2.537
H30 -4.883 -9.965 2.260
H31 -4.517 -9.258 3.832
H32 -6.678 -8.330 1.896
H33 -6.754 -8.496 3.674

Computed properties:
HOMO-LUMO gap in eV: 6.88
Net charge: +1
HOMO energy in eV: -11.70


Entry from the Open Molecules 2025 dataset: an isolated molecule of C4H4N2O2 (ωB97M-V/def2-TZVPD).

Atoms and positions in Å:
C1 0.418 -0.675 -0.731
C2 -0.859 -1.382 -0.396
C3 -1.548 -0.691 0.579
C4 -0.630 0.653 0.781
H1 2.094 1.679 -1.029
H2 2.106 0.938 0.622
H3 -1.276 -2.297 -0.925
H4 -2.441 -0.907 1.043
N1 1.339 1.589 -0.020
N2 0.237 0.686 -0.277
O1 1.349 -1.082 -1.353
O2 -0.788 1.489 1.707

Computed properties:
HOMO-LUMO gap in eV: 9.71
SMILES string: NN1C(=O)C=CC1=O
HOMO energy in eV: -10.35


Entry from the Open Molecules 2025 dataset: a structure of composition C24H44Cl3N2O4SiTl (ωB97M-V/def2-TZVPD).

Atoms and positions in Å:
C1 -2.272 -2.150 -4.073
C2 -1.375 -2.583 -2.933
H1 -2.658 -2.987 -4.679
H2 -1.760 -1.410 -4.696
H3 -3.202 -1.735 -3.657
C3 -0.838 -3.856 -2.806
C4 -0.917 -4.875 -3.870
H4 -0.482 -4.212 -1.836
H5 -0.517 -4.444 -4.794
H6 -1.938 -5.236 -4.115
H7 -0.340 -5.767 -3.565
Tl1 0.870 2.148 1.192
Cl1 -1.581 2.655 1.645
Cl2 1.768 4.409 0.433
H8 1.267 5.768 4.674
H9 -1.893 6.543 2.743
C5 1.022 5.578 3.626
C6 -1.122 5.829 2.387
N1 -0.375 5.233 3.492
H10 1.656 4.771 3.238
C7 -0.917 4.313 4.330
O1 -0.271 3.680 5.166
H11 -1.622 5.027 1.816
H12 -2.014 4.181 4.205
H13 1.193 6.472 3.019
H14 -0.415 6.340 1.721
H15 2.199 -0.713 -3.144
H16 2.098 -3.457 -1.907
C8 3.086 -0.737 -2.499
C9 3.010 -2.996 -1.504
N2 2.832 -1.556 -1.327
H17 3.336 0.274 -2.176
C10 2.832 -0.995 -0.081
O2 3.176 0.160 0.194
H18 3.241 -3.466 -0.541
H19 2.489 -1.709 0.698
H20 3.910 -1.181 -3.073
H21 3.825 -3.185 -2.220
O3 -0.549 -1.326 -2.373
C11 -1.587 -1.799 -1.602
C12 -0.024 -2.869 0.132
C13 -1.301 -2.497 -0.314
H22 0.847 -2.498 -0.419
C14 0.138 -3.728 1.231
H23 -2.496 -1.173 -1.633
C15 -2.413 -2.973 0.413
H24 1.139 -4.032 1.540
C16 -0.980 -4.172 1.949
C17 -2.258 -3.785 1.522
H25 -3.405 -2.722 0.038
H26 -0.863 -4.790 2.850
H27 -3.146 -4.127 2.069
Si1 -0.337 2.075 -2.550
Cl3 0.092 0.786 -0.729
C18 1.293 2.931 -2.962
C19 -1.367 3.478 -1.815
C20 -1.129 1.112 -3.902
H28 2.018 2.755 -2.159
H29 1.158 4.023 -3.021
H30 1.731 2.602 -3.912
H31 -0.385 0.554 -4.484
H32 -1.668 1.788 -4.578
H33 -1.850 0.400 -3.493
H34 -2.137 3.114 -1.126
H35 -1.866 4.078 -2.600
H36 -0.715 4.157 -1.231
C21 -0.421 -0.135 4.416
C22 1.083 -0.446 4.515
C23 1.579 -0.579 3.079
O4 0.442 -0.581 2.196
C24 -0.787 -0.480 2.964
H37 -1.014 -0.737 5.108
H38 -0.624 0.925 4.611
H39 1.235 -1.385 5.052
H40 1.625 0.339 5.038
H41 2.228 0.266 2.794
H42 2.137 -1.512 2.904
H43 -1.306 -1.459 2.915
H44 -1.419 0.295 2.486

Computed properties:
HOMO-LUMO gap (alpha / beta) in eV: 7.32 / 5.95
HOMO energy (alpha / beta) in eV: -7.84 / -7.90


Entry from the Open Molecules 2025 dataset: an isolated molecule of C14H16BrN3O3S3 (ωB97M-V/def2-TZVPD).

Atoms and positions in Å:
C1 -5.425 -2.250 0.073
C2 -4.193 -1.454 -0.182
C3 -4.114 -0.102 -0.305
S1 -2.491 0.409 -0.602
C4 -2.040 -1.269 -0.531
N1 -2.999 -2.101 -0.312
N2 -0.730 -1.661 -0.693
C5 0.273 -0.767 -0.910
O1 0.043 0.423 -0.993
C6 1.658 -1.374 -1.029
H1 1.628 -2.132 -1.819
C7 2.683 -0.296 -1.421
N3 2.951 0.616 -0.346
S2 2.752 2.242 -0.498
O2 2.810 2.567 -1.890
O3 3.663 2.860 0.419
C8 1.118 2.651 0.060
C9 0.569 2.509 1.298
C10 -0.770 2.945 1.350
C11 -1.181 3.410 0.136
S3 0.042 3.332 -1.080
Br1 -2.880 4.066 -0.260
H2 -1.392 2.913 2.225
H3 1.107 2.114 2.140
C12 3.319 0.037 0.916
C13 2.258 -0.962 1.377
C14 2.077 -2.028 0.297
H4 3.025 -2.549 0.144
H5 1.337 -2.766 0.616
H6 2.568 -1.424 2.315
H7 1.311 -0.443 1.541
H8 4.284 -0.479 0.811
H9 3.446 0.860 1.619
H10 3.617 -0.793 -1.718
H11 2.323 0.304 -2.258
H12 -0.561 -2.656 -0.655
H13 -4.903 0.618 -0.242
H14 -5.313 -2.822 0.992
H15 -5.585 -2.954 -0.742
H16 -6.286 -1.594 0.158

Computed properties:
HOMO-LUMO gap in eV: 8.93
SMILES string: Cc1csc(NC(=O)[C@@H]2CCCN(S(=O)(=O)c3ccc(Br)s3)C2)n1
HOMO energy in eV: -8.52


Number 1: maximum force 5.0 eV/A. Number 2: maximum force 4.0 eV/A. Number 3: maximum force 3.2 eV/A. Number 4: maximum force 6.5 eV/A. Number 5: maximum force 2.9 eV/A. Number 6: maximum force 1.0 eV/A.